The following is a quantum chemistry calculation of C6H11LiN9Se2 as an isolated structure at a distorted geometry, from the Open Molecules 2025 dataset.

**Charge**: -1
**Calculated total energy**: -150710.2179 eV
**Multiplicity**: 1
**Energy relative to the best compared isomer or geometry (same formula, charge and spin)**: 0.00 kcal/mol
**HOMO energy**: -4.58 eV
**Orbital gap**: 6.81 eV

Cartesian coordinates (Å):
Li: -0.204 0.304 -0.887
C: -1.203 -0.892 2.060
Se: -0.741 1.063 1.979
C: 1.205 1.068 1.950
C: 1.833 2.241 1.140
Se: 1.601 2.105 -0.792
C: 0.644 3.810 -1.167
H: -0.202 -1.348 1.933
H: -1.914 -1.075 1.293
H: -1.619 -1.198 2.989
H: 1.515 0.222 1.399
H: 1.551 0.883 3.009
H: 2.898 2.072 1.265
H: 1.454 3.172 1.537
H: 0.979 4.174 -2.151
H: 0.800 4.524 -0.397
H: -0.427 3.632 -1.150
N: -0.914 -2.857 -1.253
C: 0.259 -2.591 -0.551
N: 1.018 -3.573 -0.065
N: 2.133 -2.970 0.424
N: 2.006 -1.702 0.294
N: 0.821 -1.414 -0.424
C: -1.764 -1.941 -1.817
N: -2.965 -2.209 -2.321
N: -3.485 -0.986 -2.720
N: -2.618 -0.069 -2.459
N: -1.500 -0.615 -1.879
H: -1.162 -3.830 -1.240

---

The following is a quantum chemistry calculation of an isolated ion of composition C3H5N2S and charge -1 at a distorted geometry, from the Open Molecules 2025 dataset.

**Charge**: -1
**Calculated total energy**: -17005.6906 eV
**Multiplicity**: 1
**Energy relative to the best compared isomer or geometry (same formula, charge and spin)**: 4.28 kcal/mol
**HOMO energy**: -2.52 eV
**Orbital gap**: 6.65 eV

Cartesian coordinates (Å):
C: -1.067 -0.941 0.625
N: -0.217 0.002 1.217
C: 0.398 1.042 0.703
C: 0.803 0.974 -0.626
N: 0.607 -0.171 -1.173
S: 1.287 -0.462 -2.581
H: -1.950 -1.085 1.183
H: -1.272 -0.806 -0.510
H: -0.748 -1.972 0.856
H: 0.875 1.639 1.422
H: 1.283 1.780 -1.115

---

The following is a quantum chemistry calculation of the molecule C16H23Cl2NO at a distorted geometry, from the Open Molecules 2025 dataset.

**Calculated total energy**: -45547.6121 eV
**Multiplicity**: 1
**Energy relative to the best compared isomer or geometry (same formula, charge and spin)**: 0.00 kcal/mol
**HOMO energy**: -8.86 eV
**Orbital gap**: 9.58 eV

Cartesian coordinates (Å):
C: -1.560 -2.640 -1.615
C: -1.915 -1.641 -0.559
N: -0.964 -0.543 -0.607
C: -1.039 0.455 0.506
C: 0.358 1.066 0.866
C: 1.213 0.019 1.638
C: 1.567 0.084 3.003
C: 2.386 -0.869 3.630
C: 2.902 -1.943 2.916
Cl: 3.972 -3.043 3.701
C: 2.419 -2.136 1.628
Cl: 2.935 -3.550 0.755
C: 1.654 -1.166 1.018
C: 0.085 2.285 1.765
C: -0.474 3.543 1.035
C: 0.274 3.935 -0.249
C: 0.416 2.721 -1.161
C: 1.080 1.514 -0.460
C: 2.630 1.768 -0.294
O: 2.963 2.583 0.823
H: -1.510 -2.143 -2.587
H: -0.569 -3.071 -1.398
H: -2.292 -3.441 -1.736
H: -2.934 -1.263 -0.728
H: -1.905 -2.150 0.415
H: -1.019 -0.075 -1.514
H: -1.770 1.222 0.244
H: -1.337 -0.100 1.410
H: 1.184 0.915 3.629
H: 2.719 -0.829 4.676
H: 1.452 -1.367 -0.019
H: -0.680 2.025 2.476
H: 0.982 2.588 2.316
H: -1.517 3.394 0.763
H: -0.453 4.388 1.715
H: 1.255 4.307 -0.027
H: -0.289 4.721 -0.766
H: -0.599 2.415 -1.470
H: 0.927 3.042 -2.066
H: 0.979 0.690 -1.183
H: 3.071 2.186 -1.191
H: 3.112 0.832 -0.178
H: 3.048 2.023 1.633

---

The following is a quantum chemistry calculation of C26H46O2P2Sm as an isolated structure at a distorted geometry, from the Open Molecules 2025 dataset.

**Charge**: +1
**Calculated total energy**: -68278.2841 eV
**Multiplicity**: 6
**Energy relative to the best compared isomer or geometry (same formula, charge and spin)**: 0.00 kcal/mol
**HOMO energy (spin up / spin down)**: -9.78 / -9.78 eV
**Orbital gap (spin up / spin down)**: 5.84 / 6.25 eV

Cartesian coordinates (Å):
Sm: 2.612 -0.819 0.466
C: 3.367 1.130 1.811
C: 2.038 0.725 2.264
C: 3.525 -0.991 2.722
C: 4.289 0.106 2.187
C: 2.159 -0.596 2.834
C: 3.755 2.517 1.445
H: 3.138 3.229 2.006
H: 3.604 2.733 0.377
H: 4.821 2.668 1.673
C: 5.765 0.253 2.293
H: 6.066 1.197 2.786
H: 6.233 0.216 1.305
H: 6.180 -0.585 2.868
C: 4.066 -2.353 2.923
H: 5.084 -2.291 3.319
H: 4.131 -2.860 1.947
H: 3.436 -2.962 3.580
C: 1.110 -1.363 3.549
H: 1.386 -1.502 4.610
H: 0.985 -2.355 3.100
H: 0.140 -0.861 3.476
C: 0.928 1.647 2.609
H: 0.817 1.653 3.707
H: -0.035 1.324 2.190
H: 1.109 2.669 2.261
C: -0.264 3.235 -1.126
C: -0.278 3.801 0.089
C: -1.480 3.990 0.973
C: -2.781 3.289 0.515
C: -2.924 1.839 0.845
C: -2.186 0.832 0.377
C: -1.032 0.932 -0.567
C: -1.105 2.078 -1.627
H: -1.688 5.075 1.011
H: -2.932 3.484 -0.558
H: -1.245 3.693 2.005
H: -2.167 2.310 -1.853
H: 0.485 3.574 -1.886
H: 0.644 4.287 0.434
H: -0.642 1.712 -2.571
H: -0.079 1.092 0.001
H: -2.425 -0.203 0.633
H: -0.936 -0.045 -1.110
H: -3.625 3.794 1.018
H: -3.746 1.588 1.558
P: -2.787 -1.183 -2.392
P: -2.556 -3.884 -1.209
C: -3.968 -2.403 -3.163
C: -3.546 -3.828 -2.802
H: -3.950 -2.268 -4.255
H: -4.988 -2.188 -2.809
H: -4.414 -4.493 -2.700
H: -2.896 -4.246 -3.584
C: -2.640 -5.724 -1.094
H: -2.322 -6.038 -0.090
H: -1.954 -6.156 -1.835
H: -3.661 -6.083 -1.288
C: -3.975 -3.524 -0.075
H: -4.899 -3.977 -0.451
H: -4.119 -2.444 0.055
H: -3.728 -3.963 0.900
C: -1.910 -0.685 -3.952
H: -0.999 -0.130 -3.680
H: -2.569 -0.053 -4.570
H: -1.627 -1.595 -4.506
C: -3.987 0.223 -2.228
H: -4.948 0.003 -2.737
H: -3.530 1.128 -2.662
H: -4.184 0.413 -1.156
C: 4.622 1.985 -1.684
C: 3.803 0.843 -1.204
O: 2.513 0.852 -1.174
O: 4.431 -0.184 -0.734
H: 3.952 2.753 -2.064
H: 5.280 1.626 -2.474
H: 5.253 2.332 -0.856

---

The following is a quantum chemistry calculation of C41H53BiNO6SSb2Se3 as an isolated structure at a distorted geometry, from the Open Molecules 2025 dataset.

**Charge**: -1
**Calculated total energy**: -282942.3177 eV
**Multiplicity**: 1
**Energy relative to the best compared isomer or geometry (same formula, charge and spin)**: 24.92 kcal/mol
**HOMO energy**: -4.95 eV
**Orbital gap**: 6.96 eV

Cartesian coordinates (Å):
Bi: -1.296 -0.520 -1.052
C: 3.660 1.083 -1.753
C: 3.668 2.346 -0.904
C: 3.547 2.096 0.593
Sb: 1.490 1.533 1.115
C: 2.014 1.219 3.191
C: 2.930 1.997 3.892
C: 3.252 1.697 5.209
C: 2.676 0.599 5.834
C: 1.779 -0.198 5.137
C: 1.455 0.110 3.824
C: 1.126 3.676 1.092
C: 0.776 4.220 -0.142
C: 0.654 5.593 -0.309
C: 0.856 6.441 0.770
C: 1.161 5.908 2.013
C: 1.300 4.534 2.171
Sb: 1.896 -0.248 -1.707
C: 2.780 -1.289 -3.391
C: 3.731 -2.287 -3.224
C: 4.256 -2.946 -4.328
C: 3.831 -2.616 -5.604
C: 2.871 -1.629 -5.777
C: 2.347 -0.972 -4.674
C: 2.595 -1.609 -0.176
C: 1.836 -2.726 0.159
C: 2.280 -3.637 1.105
C: 3.486 -3.434 1.759
C: 4.242 -2.312 1.456
C: 3.803 -1.418 0.489
H: 4.530 0.462 -1.525
H: 3.734 1.353 -2.809
H: 2.862 3.012 -1.226
H: 4.608 2.879 -1.102
H: 3.779 3.016 1.132
H: 4.257 1.334 0.917
H: 3.403 2.844 3.409
H: 3.960 2.316 5.747
H: 2.930 0.366 6.861
H: 1.332 -1.059 5.618
H: 0.746 -0.507 3.284
H: 0.569 3.563 -0.981
H: 0.405 6.000 -1.282
H: 0.762 7.513 0.642
H: 1.297 6.564 2.865
H: 1.536 4.135 3.151
H: 4.051 -2.563 -2.226
H: 4.983 -3.737 -4.188
H: 4.234 -3.139 -6.462
H: 2.518 -1.387 -6.773
H: 1.574 -0.222 -4.809
H: 0.902 -2.907 -0.345
H: 1.688 -4.518 1.323
H: 3.841 -4.148 2.492
H: 5.183 -2.137 1.962
H: 4.429 -0.570 0.249
O: -5.410 1.569 -1.433
C: -4.986 0.515 -2.281
C: -4.165 1.083 -3.441
C: -5.119 1.882 -4.360
O: -6.013 1.086 -5.118
C: -3.062 2.053 -2.989
Se: -2.341 1.858 -1.147
C: -3.569 -0.060 -4.246
Se: -1.980 -1.053 -3.523
H: -5.539 1.220 -0.548
H: -5.858 -0.006 -2.696
H: -4.379 -0.219 -1.741
H: -4.514 2.513 -5.027
H: -5.742 2.525 -3.737
H: -5.492 0.499 -5.674
H: -3.438 3.077 -2.985
H: -2.215 1.987 -3.672
H: -3.204 0.305 -5.208
H: -4.313 -0.842 -4.402
C: -1.683 2.180 4.058
C: -2.229 1.741 2.698
C: -3.722 2.056 2.595
O: -1.498 2.374 1.667
C: -2.008 0.208 2.563
O: -2.625 -0.461 3.402
O: -1.214 -0.240 1.663
H: -1.912 3.235 4.234
H: -0.603 2.044 4.081
H: -2.129 1.576 4.847
H: -3.940 3.038 3.026
H: -4.291 1.298 3.130
H: -4.019 2.066 1.545
H: -1.741 3.307 1.648
C: -1.744 -5.072 -1.081
C: -2.287 -4.827 0.316
S: -1.840 -3.143 0.875
O: -2.829 -2.275 0.127
C: -2.430 -3.370 2.577
C: -1.289 -3.963 3.394
H: -2.147 -5.989 -1.508
H: -0.658 -5.157 -1.071
H: -2.007 -4.243 -1.739
H: -1.870 -5.526 1.044
H: -3.376 -4.875 0.338
H: -3.320 -4.000 2.575
H: -2.673 -2.366 2.929
H: -1.081 -5.000 3.124
H: -1.531 -3.932 4.457
H: -0.380 -3.380 3.239
Se: 0.754 -5.004 -3.768
C: 0.386 -3.487 -2.996
N: 0.155 -2.475 -2.451

---

The following is a quantum chemistry calculation of the molecule C4H10N6O4 at a distorted geometry, from the Open Molecules 2025 dataset.

**Calculated total energy**: -21430.5387 eV
**Multiplicity**: 1
**Energy relative to the best compared isomer or geometry (same formula, charge and spin)**: 204.23 kcal/mol
**HOMO energy**: -9.29 eV
**Orbital gap**: 9.02 eV

Cartesian coordinates (Å):
O: 2.447 -2.364 -0.694
N: 1.362 -2.203 -0.196
O: 0.643 -3.055 0.283
N: 0.837 -0.971 -0.268
C: 1.649 0.185 -0.509
C: 0.880 1.481 -0.245
C: -0.416 1.651 -1.057
C: -1.735 1.254 -0.367
N: -2.126 -0.145 -0.466
N: -1.613 -0.953 0.548
N: -0.387 -0.699 0.933
N: 0.078 -0.975 2.203
O: -0.768 -1.095 3.039
O: 1.267 -0.970 2.337
H: 1.960 0.144 -1.560
H: 2.548 0.150 0.120
H: 1.563 2.291 -0.505
H: 0.667 1.570 0.821
H: -0.510 2.706 -1.311
H: -0.330 1.101 -1.997
H: -1.718 1.519 0.691
H: -2.546 1.813 -0.841
H: -1.869 -0.504 -1.389
H: -1.885 -1.931 0.432